This record from the OMol25 dataset describes a molecular structure, C2H6Cl2NO2P at a distorted geometry. The level of theory is ωB97M-V/def2-TZVPD.

Properties
- LUMO energy (eV) = 0.043
- energy relative to the best compared isomer or geometry (same formula, charge and spin) (kJ/mol) = 124.8
- frontier orbital gap (eV) = 9.8

The geometry in XYZ format:
```
14
Properties=species:S:1:pos:R:3:lowdin_charge:R:1
C 0.347 -0.446 -1.832 -0.104
C 1.600 -0.967 1.354 -0.089
N 0.484 -0.905 -0.662 -0.045
O -3.440 0.865 1.290 -0.545
O 1.462 -0.325 0.100 -0.194
P -2.062 0.694 0.874 0.300
Cl -1.015 2.206 1.800 0.117
Cl -1.981 1.809 -1.487 0.381
H -0.961 1.036 -1.735 -0.239
H 0.987 0.330 -2.253 0.096
H -0.375 -0.938 -2.462 0.081
H 1.641 -2.050 1.229 0.085
H 0.775 -0.707 2.023 0.066
H 2.539 -0.600 1.762 0.091
```